The following is a quantum chemistry calculation of C48H50F3NO9P3S3Ti as an isolated structure, from the OMol25 dataset.

Geometry as XYZ:
```
118
Properties=species:S:1:pos:R:3:mulliken_charge:R:1
Ti -0.16960 -0.16637 0.01233 -0.12
C 5.00182 -1.55102 5.17661 -1.72
C 4.66435 -0.17940 4.56413 1.54
C 5.57485 0.89697 5.18043 -2.00
C 3.21113 0.14507 4.86069 0.60
C 2.81129 0.45023 6.15716 0.15
C 1.48457 0.68095 6.47625 -1.60
C 0.52624 0.56476 5.48609 0.07
C 0.87775 0.24554 4.17848 -0.62
P -0.42250 -0.12820 2.95204 2.10
C -0.97584 -1.77120 3.52559 0.59
C -0.39384 -2.44058 4.60273 -0.89
C -0.81581 -3.71451 4.94979 -0.81
C -1.81940 -4.33931 4.22502 -0.75
C -2.38075 -3.69229 3.13688 -1.01
C -1.95575 -2.42209 2.77928 0.04
C -1.73466 1.03608 3.46520 0.00
C -3.07684 0.67180 3.45525 0.05
C -4.06056 1.61489 3.72069 -0.31
C -3.71711 2.92911 3.99542 -0.93
C -2.37920 3.30196 3.99338 -0.73
C -1.39732 2.36455 3.72282 -0.09
C 2.22912 0.07217 3.87458 -1.04
O 2.52016 -0.21324 2.57002 0.15
C 3.82358 -0.21826 2.15623 -1.11
C 4.04535 -0.19693 0.77832 -0.25
C 5.36061 -0.23439 0.32119 0.16
C 6.42601 -0.31375 1.19496 -1.62
C 6.17704 -0.30440 2.55584 -0.07
C 4.88560 -0.23301 3.06233 0.64
P 2.73329 0.07362 -0.47637 2.05
C 3.15909 -1.17951 -1.72720 1.27
C 2.63426 -1.06006 -3.01403 -0.98
C 2.82658 -2.06000 -3.95296 -1.29
C 3.52091 -3.20945 -3.61159 -0.67
C 4.00214 -3.36028 -2.32163 -0.81
C 3.81979 -2.35722 -1.38413 -0.57
C 3.39065 1.68523 -1.09328 0.50
C 3.71073 2.65329 -0.13995 -0.20
C 4.13187 3.91669 -0.51686 -0.72
C 4.24508 4.24300 -1.86062 -0.61
C 3.93307 3.29119 -2.81636 -0.70
C 3.50588 2.02458 -2.43762 -0.61
H 4.84758 -1.53598 6.25772 0.40
H 6.04421 -1.81061 4.97981 0.41
H 4.36827 -2.32945 4.74917 0.37
H 5.44304 0.94972 6.26099 0.45
H 5.35134 1.87713 4.75704 0.39
H 6.62570 0.67470 4.99769 0.41
H 3.55668 0.49752 6.94104 0.37
H 1.19758 0.91989 7.49204 0.38
H -0.52047 0.69766 5.72950 0.64
H 0.40061 -1.98452 5.17395 0.31
H -0.34424 -4.22352 5.78184 0.41
H -2.13833 -5.34080 4.48646 0.37
H -3.11928 -4.19360 2.52542 0.37
H -2.36631 -1.96256 1.89205 0.51
H -3.36627 -0.34587 3.22447 0.04
H -5.10277 1.31835 3.70240 0.34
H -4.48749 3.66241 4.20046 0.37
H -2.09774 4.32960 4.18799 0.40
H -0.35982 2.67470 3.69402 0.39
H 5.54266 -0.19420 -0.74530 0.55
H 7.44059 -0.35965 0.82112 0.38
H 7.01139 -0.35023 3.24448 0.37
H 2.00522 -0.22287 -3.27591 0.66
H 2.38288 -1.95326 -4.93453 0.39
H 3.64788 -4.00381 -4.33667 0.35
H 4.49674 -4.27734 -2.02719 0.39
H 4.16258 -2.52060 -0.37199 0.37
H 3.62153 2.42503 0.91462 0.19
H 4.36728 4.65000 0.24492 0.42
H 4.57405 5.23079 -2.15909 0.35
H 4.01879 3.52782 -3.86993 0.44
H 3.28251 1.31019 -3.20911 0.30
O -0.34295 -1.25427 -4.06765 -0.63
S -0.71096 -1.39162 -2.67336 0.67
N -0.21210 -0.24720 -1.81094 -0.04
F 0.63412 2.71968 -0.64158 -0.27
C 0.22761 1.98932 0.43724 0.58
F 1.18245 2.23611 1.40579 -0.14
F -0.87973 2.66043 0.88632 -0.14
O 1.33340 -4.15822 0.44296 -0.78
S 0.40590 -3.32670 -0.28229 1.50
O 0.81636 -3.02396 -1.65251 -0.50
O 0.46599 -1.89690 0.46537 -1.12
S -1.46667 -3.87074 -0.20990 -0.42
C -5.60218 -2.70520 1.41672 -1.65
C -5.60382 -1.42499 0.59396 1.63
C -6.47869 -0.35701 1.24044 -1.16
C -6.04520 -1.71490 -0.83321 -1.64
O -4.23239 -0.95180 0.67395 0.24
P -3.41530 -0.13520 -0.41574 -0.09
O -3.38210 -0.69074 -1.78001 -1.15
O -2.05014 -0.02175 0.31373 1.39
O -4.07676 1.31191 -0.32135 0.40
C -4.14654 2.28319 -1.40752 1.74
C -4.49956 3.58573 -0.70206 -1.71
C -2.80077 2.39346 -2.10737 -1.39
C -5.24069 1.88817 -2.38954 -1.86
H -6.61254 -3.11147 1.48923 0.50
H -5.23150 -2.50255 2.42340 0.28
H -4.95333 -3.44789 0.94987 0.32
H -7.52860 -0.65540 1.20044 0.39
H -6.35955 0.59313 0.71931 0.09
H -6.19584 -0.22054 2.28598 0.17
H -7.01840 -2.20949 -0.80154 0.52
H -5.33002 -2.36033 -1.33962 0.33
H -6.14628 -0.79740 -1.41180 0.21
H -3.75682 3.80316 0.06664 0.25
H -5.48186 3.51242 -0.23113 0.36
H -4.51613 4.40802 -1.41931 0.39
H -2.02870 2.71592 -1.41168 0.11
H -2.86977 3.12456 -2.91547 0.55
H -2.50658 1.44057 -2.54411 0.28
H -6.19217 1.76178 -1.86783 0.32
H -4.99010 0.95886 -2.89892 0.32
H -5.36442 2.68444 -3.12542 0.50
```

Results
maximum force: 0.88 eV Å⁻¹
frontier orbital gap: 6.96 eV
calculated total energy: -5959.0961 Ha
energy relative to the best compared isomer or geometry (same formula, charge and spin): 44.74 kJ/mol
net charge: -1
lowest unoccupied orbital energy: 0.075 Eh

---

The following is a quantum chemistry calculation of C48H50N8O5S2SbSiV as an isolated structure in a non-equilibrium geometry, from the OMol25 dataset.

Geometry as XYZ:
```
116
Properties=species:S:1:pos:R:3:mulliken_charge:R:1
V 0.23225 0.37426 -0.32685 -0.15
C -1.63152 2.14333 1.31615 -1.47
C -0.35633 2.86261 0.98263 0.90
C -0.21962 4.20750 1.28802 -1.06
C 0.95991 4.86023 1.00552 -1.07
C 1.98897 4.16035 0.38722 -0.93
C 1.81789 2.82421 0.07295 -0.49
N 0.66357 2.18835 0.39531 2.94
Sb 3.47187 1.93633 -1.02453 1.11
C 4.08732 0.59624 0.56647 0.07
C 5.25658 0.86196 1.26296 -1.04
C 5.69195 -0.06670 2.19971 -0.57
C 4.97134 -1.23181 2.37122 -0.82
C 3.80769 -1.43723 1.63201 0.48
C 3.04773 -2.73285 1.73035 -0.83
N 3.36064 -0.51392 0.76927 0.32
C 2.53575 0.30342 -2.08265 -0.09
C 3.11181 -0.02496 -3.29004 -0.96
C 2.75355 -1.22273 -3.90623 -0.75
C 1.84656 -2.05531 -3.28754 -0.88
C 1.25653 -1.66734 -2.09241 0.69
C 0.22424 -2.53528 -1.43686 -1.38
N 1.60055 -0.50240 -1.51318 1.97
H -2.45045 2.85761 1.33687 0.67
H -1.91432 1.37345 0.59571 -0.23
H -1.56519 1.67356 2.30004 0.30
H -1.05531 4.73017 1.73435 0.61
H 1.07239 5.91167 1.24044 0.46
H 2.91232 4.66062 0.12337 0.60
H 5.82281 1.76598 1.07591 0.50
H 6.60290 0.10390 2.76043 0.46
H 5.31905 -1.99934 3.05236 0.55
H 3.10610 -3.17226 2.72489 0.20
H 2.00360 -2.59402 1.47061 -0.09
H 3.46962 -3.46285 1.03465 0.39
H 3.82594 0.64619 -3.75059 0.51
H 3.19102 -1.50167 -4.85694 0.48
H 1.56535 -3.00369 -3.72809 0.61
H -0.59472 -2.74448 -2.12388 0.24
H 0.67566 -3.48282 -1.13859 0.65
H -0.22067 -2.10275 -0.54332 -0.34
O -0.53912 1.03845 -1.74205 -0.24
Si -1.20304 1.92967 -3.01997 -0.53
C -2.29753 0.81163 -3.99091 0.42
C -1.81494 -0.45037 -4.35988 0.12
C -2.62648 -1.36238 -5.01619 -0.95
C -3.94213 -1.02121 -5.31957 -0.69
C -4.43192 0.23246 -4.98050 -0.77
C -3.61207 1.14323 -4.32111 -0.46
C 0.26247 2.43359 -4.03949 0.56
C 1.27265 3.24139 -3.49603 0.26
C 2.38739 3.60606 -4.23886 -1.19
C 2.51691 3.16231 -5.55121 -0.80
C 1.52498 2.37206 -6.11401 -0.78
C 0.40527 2.01672 -5.36603 -0.53
C -2.09980 3.37582 -2.29242 0.73
C -3.24665 3.15386 -1.51348 0.08
C -3.91670 4.20799 -0.90624 -0.79
C -3.45214 5.50924 -1.06723 -0.66
C -2.32889 5.75288 -1.84634 -0.84
C -1.66179 4.69581 -2.45627 -0.24
H -0.78767 -0.72351 -4.12798 0.52
H -2.23872 -2.33172 -5.30660 0.46
H -4.57517 -1.72581 -5.84539 0.44
H -5.44656 0.50745 -5.24183 0.46
H -4.00628 2.12088 -4.06425 0.41
H 1.16638 3.62054 -2.48297 0.76
H 3.14877 4.24418 -3.80689 0.53
H 3.37986 3.45184 -6.13925 0.42
H 1.61572 2.04155 -7.14159 0.46
H -0.36217 1.39981 -5.82186 0.41
H -3.62831 2.14329 -1.38568 0.33
H -4.80956 4.01939 -0.32112 0.53
H -3.98200 6.33458 -0.60689 0.42
H -1.98255 6.76839 -1.99443 0.48
H -0.80415 4.91000 -3.08342 0.46
C 2.08708 -5.41745 6.41964 -1.23
C 2.33343 -3.91608 6.25431 -0.35
S 0.82652 -3.13778 5.77044 1.19
O 0.50764 -3.54174 4.41726 -0.53
O -0.14525 -3.27725 6.82193 -0.69
C 1.26927 -1.43182 5.68550 -0.57
C 0.06760 -0.61226 5.25057 -1.45
N -0.25767 -0.72404 3.81477 0.63
C 0.41917 -0.09906 2.83675 -0.29
N -0.03206 -0.48851 1.62626 1.21
C -1.03492 -1.41648 1.86964 -0.36
C -1.15332 -1.57071 3.19362 -0.34
N -2.13576 -2.39163 3.86633 1.23
O -2.72423 -3.18874 3.16998 -0.61
O -2.35526 -2.16425 5.03794 -0.62
C 1.46037 0.92069 3.14821 -1.25
H 3.04062 -5.91867 6.57504 0.41
H 1.61817 -5.84033 5.53112 0.32
H 1.44687 -5.61252 7.27754 0.34
H 3.05470 -3.69895 5.46310 0.25
H 2.64930 -3.44414 7.18711 0.42
H 2.12509 -1.34661 5.01160 0.15
H 1.55066 -1.11918 6.69320 0.67
H 0.25746 0.43565 5.46606 0.43
H -0.81303 -0.91490 5.80347 0.78
H -1.59321 -1.92739 1.10093 -0.40
H 1.02958 1.73063 3.74328 0.58
H 1.87150 1.33294 2.24164 -0.61
H 2.28632 0.49187 3.71682 0.42
S -2.94349 -0.64260 -0.89803 0.05
C -3.56188 -2.18778 -0.68160 -0.47
N -4.81973 -2.47598 -1.14398 0.07
C -5.44033 -3.65717 -0.94361 -0.07
C -4.79250 -4.64016 -0.27283 -0.95
C -3.47921 -4.34774 0.12972 0.01
N -2.87668 -3.19352 -0.07711 -0.28
H -5.28427 -1.73124 -1.64689 0.26
H -6.44099 -3.75371 -1.34122 0.45
H -5.25599 -5.59436 -0.07884 0.43
H -2.89098 -5.10460 0.64059 0.47
```

Results
expectation value of S²: 2.012
maximum force: 1.03 eV Å⁻¹
frontier orbital gap (alpha / beta): 7.30 / 7.60 eV
calculated total energy: -4943.0724 Ha
energy relative to the best compared isomer or geometry (same formula, charge and spin): 65.70 kJ/mol
net charge: +2
lowest unoccupied orbital energy (alpha / beta): -0.199 / -0.187 Eh
2S+1: 3